Record 1
The following is a DFT calculation (wB97M-V/def2-TZVPD) of a gas-phase ion, C5H10NO (charge -1).

Atoms and positions in Å:
O 0.045 -1.213 -2.793
C 0.406 -1.388 -1.505
C -0.477 -0.490 -0.578
C -0.080 0.964 -0.608
C 0.420 1.401 0.764
C -0.104 0.303 1.714
N -0.330 -0.902 0.889
H 1.419 -1.039 -1.192
H 0.427 -2.463 -1.207
H -1.512 -0.660 -0.894
H -0.892 1.562 -1.018
H 0.774 0.981 -1.301
H 0.034 2.383 1.026
H 1.505 1.370 0.843
H -0.988 0.584 2.302
H 0.572 -0.041 2.507
H -1.219 -1.351 1.053

* structure (SMILES): [O-]C[C@@H]1CCCN1
* electronic energy: -8883.631 eV
* gap between HOMO and LUMO: 6.1 eV
* LUMO level: 3.97 eV
* charge: -1

Record 2
The following is a DFT calculation (wB97M-V/def2-TZVPD) of 9 unconnected molecules or ions with the total composition C41H106N6O15.

Atoms and positions in Å:
C 6.549 0.857 1.577
O 5.529 1.483 0.838
C 4.254 1.265 1.400
C 3.226 1.368 0.298
N 3.363 0.332 -0.690
C 2.911 0.711 -2.012
C 3.267 -0.323 -3.059
O 4.673 -0.374 -3.142
C 5.127 -1.291 -4.096
H 7.506 1.092 1.108
H 6.483 -0.238 1.517
H 6.554 1.152 2.631
H 4.002 2.080 2.090
H 4.194 0.280 1.872
H 3.361 2.357 -0.175
H 2.214 1.368 0.720
H 4.311 -0.021 -0.800
H 3.333 1.686 -2.307
H 1.818 0.810 -1.996
H 2.848 -0.022 -4.023
H 2.889 -1.296 -2.715
H 6.212 -1.209 -4.121
H 4.667 -1.152 -5.079
H 4.898 -2.325 -3.789
C -0.641 -1.737 10.327
O -0.023 -2.527 9.323
C -0.417 -2.226 8.002
C 0.075 -0.885 7.505
N 0.121 -0.843 6.061
C 0.322 0.514 5.564
C 0.522 0.525 4.074
O -0.710 0.316 3.442
C -0.678 0.043 2.045
H -1.352 -2.323 10.911
H -1.130 -0.854 9.908
H 0.136 -1.344 10.989
H -1.496 -2.347 7.835
H 0.106 -2.996 7.429
H 1.064 -0.733 7.955
H -0.524 -0.056 7.929
H -0.769 -1.188 5.716
H 1.129 1.011 6.102
H -0.581 1.115 5.775
H 1.290 -0.214 3.790
H 0.975 1.479 3.748
H 0.222 0.377 1.518
H -1.566 0.456 1.576
H -0.731 -1.046 2.016
C -1.728 -2.747 -3.673
O -0.521 -3.471 -3.524
C -0.649 -4.848 -3.782
C 0.654 -5.548 -3.465
N 1.017 -5.525 -2.060
C 2.373 -6.020 -1.865
C 2.573 -6.404 -0.426
O 3.949 -6.443 -0.139
C 4.329 -6.947 1.107
H -2.415 -2.991 -2.854
H -2.194 -2.979 -4.637
H -1.486 -1.688 -3.611
H -0.877 -5.007 -4.845
H -1.445 -5.300 -3.171
H 1.458 -5.129 -4.099
H 0.561 -6.573 -3.841
H 0.999 -4.560 -1.743
H 3.159 -5.330 -2.197
H 2.490 -6.909 -2.496
H 2.034 -7.317 -0.147
H 2.136 -5.616 0.214
H 3.963 -7.971 1.250
H 3.951 -6.320 1.928
H 5.416 -6.936 1.138
C -1.477 -3.642 0.137
O -1.045 -2.328 -0.065
C 0.295 -2.168 -0.476
C 1.333 -2.697 0.521
N 2.643 -2.614 -0.128
C 3.715 -3.063 0.777
C 5.004 -3.281 0.024
O 5.731 -2.059 0.045
C 6.862 -2.087 -0.803
H -2.546 -3.621 0.356
H -1.043 -4.111 1.031
H -1.274 -4.268 -0.740
H 0.446 -1.112 -0.713
H 0.435 -2.690 -1.435
H 1.160 -3.763 0.645
H 1.253 -2.030 1.391
H 2.875 -1.655 -0.389
H 3.423 -3.948 1.344
H 3.862 -2.268 1.525
H 4.836 -3.658 -0.987
H 5.606 -4.028 0.565
H 6.554 -2.219 -1.840
H 7.606 -2.789 -0.413
H 7.327 -1.098 -0.745
C -2.583 3.043 2.844
O -1.796 4.188 2.586
C -0.497 3.824 2.147
C 0.271 5.105 1.856
N 0.718 5.721 3.089
C 1.519 6.916 2.835
C 1.776 7.686 4.098
O 0.621 8.489 4.330
C 0.624 9.089 5.601
H -2.252 2.531 3.753
H -2.753 2.399 1.981
H -3.558 3.421 3.177
H -0.532 3.187 1.256
H -0.008 3.323 2.991
H -0.433 5.749 1.306
H 1.118 4.836 1.220
H -0.122 5.943 3.615
H 0.996 7.579 2.131
H 2.438 6.581 2.349
H 2.614 8.382 3.935
H 2.016 7.053 4.956
H -0.292 9.676 5.710
H 1.491 9.748 5.703
H 0.543 8.367 6.424
C -4.323 5.671 -2.807
O -4.758 4.620 -3.655
C -3.791 4.205 -4.609
C -4.215 2.847 -5.121
N -4.409 1.940 -4.002
C -4.788 0.572 -4.381
C -6.252 0.401 -4.660
O -6.933 0.571 -3.436
C -8.310 0.394 -3.545
H -3.237 5.756 -2.769
H -4.744 5.476 -1.821
H -4.744 6.618 -3.162
H -2.799 4.101 -4.149
H -3.727 4.948 -5.412
H -3.437 2.457 -5.783
H -5.116 2.966 -5.745
H -5.112 2.322 -3.381
H -4.477 -0.061 -3.544
H -4.194 0.242 -5.238
H -6.444 -0.601 -5.068
H -6.574 1.155 -5.390
H -8.760 0.937 -4.388
H -8.801 0.858 -2.684
H -8.584 -0.666 -3.557
C -1.910 1.229 -1.425
C -1.083 1.414 -2.673
O -1.751 0.863 -3.815
H -2.342 0.246 -1.237
H -2.788 1.890 -1.402
H -1.351 1.566 -0.543
H -0.163 0.836 -2.608
H -0.898 2.469 -2.888
H -2.657 1.210 -3.886
C -5.215 -2.051 -1.105
C -6.297 -1.423 -0.251
O -7.131 -2.409 0.348
H -4.570 -1.224 -1.419
H -5.635 -2.438 -2.037
H -4.631 -2.825 -0.614
H -6.881 -0.782 -0.923
H -5.816 -0.764 0.479
H -7.580 -1.994 1.089
C 0.772 1.118 -5.840
O -0.564 1.241 -6.305
H 1.431 1.080 -6.704
H 1.025 1.928 -5.147
H 0.903 0.205 -5.246
H -1.115 0.717 -5.709

* structure (SMILES): COCCNCCOC.COCCNCCOC.COCCNCCOC.COCCNCCOC.COCCNCCOC.COCCNCCOC.CCO.CCO.CO
* electronic energy: -83880.497 eV
* gap between HOMO and LUMO: 9.1 eV
* LUMO level: 0.59 eV
* charge: 0

Record 3
The following is a DFT calculation (wB97M-V/def2-TZVPD) of 2 unconnected molecules or ions with the total composition C4H13NOS.

Atoms and positions in Å:
N -0.612 1.885 -0.205
C -1.254 0.566 -0.028
C -0.534 -0.500 -0.893
C 0.546 -1.247 -0.123
C 0.300 -2.727 -0.288
S 0.850 -3.247 -2.055
H 0.141 1.830 -0.862
H -0.584 2.410 0.644
H -1.128 0.301 1.017
H -2.366 0.608 -0.144
H -1.351 -1.015 -1.446
H -0.206 0.205 -1.666
H 0.408 -1.028 0.988
H 1.561 -0.914 -0.300
H -0.756 -3.021 -0.209
H 0.715 -3.394 0.453
H 1.897 -3.980 -1.757
O 1.105 4.404 2.123
H 0.995 4.751 3.005
H 0.274 4.113 1.745

* structure (SMILES): NCCCCS.O
* electronic energy: -18730.361 eV
* gap between HOMO and LUMO: 9.7 eV
* LUMO level: 0.79 eV
* charge: 0